A cluster of 2 separate species, C4H9NO in total, computed with ωB97M-V/def2-TZVPD.

Bonds (Å) are listed after each position.
Element x y z (Å)
1 O 0.14699 2.27517 -0.48023  C6 1.404, H15 0.972
2 N 0.45431 -0.59751 -0.00907  C3 1.225, C4 1.460
3 C 0.27414 -1.52831 -0.78539  N2 1.225, C5 1.310
4 C 0.95906 -0.80301 1.34582  N2 1.460, H7 1.093, H11 1.096, H13 1.093
5 C 0.06453 -2.47051 -1.67056  C3 1.310, H10 1.084, H14 1.084
6 C -1.09579 2.45142 0.14867  O1 1.404, H8 1.102, H9 1.094, H12 1.103
7 H 1.90614 -0.26616 1.44474  C4 1.093
8 H -1.93222 2.03013 -0.43171  C6 1.102
9 H -1.26600 3.52742 0.25104  C6 1.094
10 H -0.90311 -2.95338 -1.74059  C5 1.084
11 H 1.10887 -1.86176 1.58511  C4 1.096
12 H -1.12846 2.00800 1.15813  C6 1.103
13 H 0.24962 -0.36358 2.05215  C4 1.093
14 H 0.85744 -2.76488 -2.34839  C5 1.084
15 H 0.30448 1.31695 -0.51970  O1 0.972

The calculation puts the energy relative to the best compared isomer or geometry (same formula, charge and spin) at 2.727 eV. As for the gap between HOMO and LUMO: 10.19 eV. The LUMO energy comes out at 0.811 eV. As for the HOMO energy: -9.383 eV.

Need the Mulliken charges? In units of e they are: -0.5001, -0.3326, 0.6063, -0.8611, -0.8920, -0.4907, 0.2976, 0.2173, 0.2439, 0.2434, 0.3609, 0.1825, 0.2597, 0.2417, 0.4234